1.
Here is C40H59BrN7OPPd as an isolated structure from the Open Molecules 2025 dataset. Energies are from wB97M-V/def2-TZVPD.

* total charge: +2
* multiplicity: 5
* E_LUMO (alpha / beta): -6.3492 / -7.3243 eV
* energy relative to the best compared isomer or geometry (same formula, charge and spin): 0.0 kcal per mole
* expectation value of S²: 6.04
* gap between HOMO and LUMO (alpha / beta): 7.22 / 6.30 eV
* HOMO energy (alpha / beta): -13.57 / -13.62 eV

Cartesian coordinates (Å):
1 Pd 0.72933 -0.02633 -0.48412
2 C 1.13857 -3.69219 3.88608
3 C 1.99021 -3.08034 2.97592
4 C 1.51447 -2.06338 2.16445
5 C 0.19118 -1.65924 2.28544
6 C -0.66878 -2.25559 3.20578
7 C -0.18575 -3.27996 3.99902
8 N -0.23468 -0.59874 1.43865
9 N -1.27358 -0.00648 1.75381
10 C -1.65035 1.06389 0.90896
11 C -2.80431 1.75184 1.22875
12 C -3.16906 2.82539 0.42805
13 C -2.36691 3.16518 -0.64675
14 C -1.22564 2.41876 -0.89623
15 N -0.87676 1.38850 -0.13257
16 H 1.50753 -4.49092 4.51540
17 H 3.02283 -3.39509 2.90303
18 H 2.16937 -1.55549 1.46627
19 H -1.69397 -1.92350 3.28323
20 H -0.84106 -3.75955 4.71344
21 H -3.38367 1.44394 2.08695
22 H -4.06597 3.38864 0.64639
23 H -2.61080 3.99733 -1.29125
24 H -0.57137 2.65021 -1.72655
25 C 7.64450 4.03645 -0.57654
26 C 7.29112 2.65026 -1.14505
27 C 8.28091 1.60261 -0.60478
28 C 7.40747 2.69816 -2.66837
29 C 5.89645 2.27716 -0.68202
30 C 4.84817 2.01607 -1.59564
31 C 3.63005 1.66292 -1.11740
32 Br 2.22209 1.33483 -2.34975
33 C 3.33067 1.52720 0.29147
34 O 2.21033 1.11148 0.68195
35 C 4.39457 1.86687 1.22689
36 C 5.61701 2.19539 0.69305
37 C 4.24705 1.82383 2.75099
38 C 4.78918 3.14379 3.33108
39 C 2.81933 1.65120 3.28283
40 C 5.09465 0.64903 3.27066
41 H 8.64631 4.31279 -0.90605
42 H 7.64004 4.04846 0.51343
43 H 6.94875 4.79785 -0.93207
44 H 9.28869 1.86191 -0.92993
45 H 8.04807 0.60647 -0.98533
46 H 8.28558 1.56300 0.48456
47 H 8.42867 2.96336 -2.93931
48 H 6.75081 3.45293 -3.10557
49 H 7.19142 1.73052 -3.12637
50 H 5.01574 2.09823 -2.65932
51 H 6.42734 2.41029 1.37453
52 H 4.22268 3.99780 2.95654
53 H 5.84194 3.30542 3.10384
54 H 4.69051 3.12316 4.41634
55 H 2.14416 2.41958 2.90567
56 H 2.85758 1.74385 4.36882
57 H 2.40026 0.67527 3.04596
58 H 6.14596 0.75056 2.99967
59 H 4.72967 -0.30195 2.87489
60 H 5.03033 0.60830 4.35861
61 N -0.44969 -1.25708 -1.59812
62 P -0.24011 -2.73400 -2.25341
63 N 1.28439 -3.35328 -2.28015
64 C 2.08138 -3.44718 -1.05600
65 C 3.16605 -2.37627 -1.00016
66 C 3.98295 -2.30300 -2.28915
67 C 3.10225 -2.28392 -3.53722
68 C 2.09610 -3.42451 -3.49966
69 N -1.14169 -3.75052 -1.34818
70 C -0.72914 -5.03168 -0.76938
71 C -0.91513 -5.00666 0.74203
72 C -2.35852 -4.65631 1.09969
73 C -2.80322 -3.36442 0.41665
74 C -2.55218 -3.42689 -1.08308
75 N -0.80340 -2.66065 -3.77767
76 C -1.15394 -3.87453 -4.52581
77 C -2.56216 -3.75432 -5.09116
78 C -2.69645 -2.48565 -5.92939
79 C -2.29795 -1.25491 -5.11852
80 C -0.89806 -1.41534 -4.54359
81 H 2.54466 -4.43984 -1.02197
82 H 1.42431 -3.37420 -0.18770
83 H 3.82651 -2.57866 -0.15223
84 H 2.69963 -1.40101 -0.77838
85 H 4.63857 -3.17803 -2.33437
86 H 4.63900 -1.42964 -2.26519
87 H 3.71823 -2.36060 -4.43458
88 H 2.55217 -1.34017 -3.60274
89 H 2.61568 -4.38862 -3.49900
90 H 1.44570 -3.40631 -4.37021
91 H 0.29674 -5.24949 -1.05483
92 H -1.35776 -5.81564 -1.20824
93 H -0.23344 -4.26476 1.17094
94 H -0.64192 -5.97776 1.15883
95 H -2.47239 -4.57404 2.18201
96 H -3.01367 -5.47307 0.78090
97 H -2.24674 -2.51196 0.82171
98 H -3.86316 -3.17883 0.59934
99 H -2.79698 -2.48258 -1.56673
100 H -3.17043 -4.20931 -1.53857
101 H -1.06534 -4.73663 -3.86280
102 H -0.43699 -4.01547 -5.34395
103 H -3.27787 -3.73164 -4.26384
104 H -2.78512 -4.63916 -5.68902
105 H -3.71622 -2.38130 -6.29956
106 H -2.04997 -2.56433 -6.80977
107 H -3.00043 -1.10936 -4.29198
108 H -2.33245 -0.35732 -5.73844
109 H -0.65139 -0.58166 -3.88410
110 H -0.15629 -1.43546 -5.35226

Atoms 1-2, force components in eV/Å:
0.00 0.05 0.19
0.01 0.01 -0.01

=====

2.
Here is C37H34ClKN5O6 as an isolated structure in a non-equilibrium geometry from the Open Molecules 2025 dataset. Energies are from wB97M-V/def2-TZVPD.

* total charge: -1
* E_LUMO: 1.5644 eV
* energy relative to the best compared isomer or geometry (same formula, charge and spin): 23.2 kcal per mole
* gap between HOMO and LUMO: 5.16 eV
* HOMO energy: -3.60 eV

Cartesian coordinates (Å):
1 K -1.63865 -0.39586 -0.28534
2 C 1.49997 1.76361 4.86810
3 O 2.14960 1.23516 3.73937
4 C 3.33597 1.77393 3.33871
5 C 4.15592 2.56684 4.12711
6 C 5.39569 2.98191 3.65952
7 C 5.82839 2.59434 2.40639
8 C 5.00501 1.83076 1.59584
9 C 3.74082 1.44222 2.02410
10 N 2.91284 0.68600 1.20484
11 C 1.54772 0.88095 0.96324
12 N 1.07199 2.07317 1.35113
13 C -0.23814 2.55306 1.52473
14 C -1.37492 1.89482 1.06828
15 C -2.58493 2.52725 1.35074
16 C -2.66866 3.73895 2.02503
17 C -1.51566 4.38024 2.44525
18 C -0.29623 3.77948 2.20308
19 O 0.90547 4.37639 2.65291
20 C 1.42014 5.33803 1.76721
21 N 0.85120 -0.00425 0.35237
22 C 1.46427 -1.14095 -0.14766
23 C 1.29040 -2.36830 0.48513
24 C 1.95272 -3.50011 0.05051
25 C 2.81058 -3.42341 -1.03398
26 C 2.96336 -2.22219 -1.70701
27 C 2.28507 -1.08643 -1.29212
28 O 2.50914 0.08317 -1.99112
29 C 1.35311 0.78053 -2.42008
30 H 0.51624 1.29611 4.87967
31 H 1.38173 2.84694 4.78236
32 H 2.03066 1.52323 5.79656
33 H 3.84479 2.84891 5.12180
34 H 6.02248 3.59801 4.28872
35 H 6.80281 2.89831 2.05384
36 H 5.33695 1.54209 0.60904
37 H 3.37095 0.09758 0.52290
38 H 1.73784 2.65658 1.84134
39 H -3.50646 2.05135 1.03253
40 H -3.63222 4.19398 2.22210
41 H -1.55218 5.32081 2.97531
42 H 0.76183 6.20994 1.69611
43 H 1.56312 4.93002 0.75977
44 H 2.38232 5.64404 2.17697
45 H 0.64865 -2.39324 1.35279
46 H 1.81760 -4.43440 0.57894
47 H 3.34321 -4.30142 -1.36870
48 H 3.63127 -2.13784 -2.55269
49 H 1.68229 1.42407 -3.23497
50 H 0.92803 1.39077 -1.62060
51 H 0.58812 0.09214 -2.78305
52 N -5.16701 -5.86545 4.67386
53 C -4.61613 -5.00316 4.14081
54 C -3.94134 -3.96352 3.48879
55 C -4.62625 -3.03005 2.68921
56 C -3.89861 -2.04705 2.04853
57 N -2.57830 -1.91810 2.15634
58 C -1.93774 -2.78655 2.93238
59 C -2.54718 -3.82112 3.60923
60 H -5.69985 -3.09250 2.58484
61 H -4.38089 -1.31866 1.41185
62 H -0.86956 -2.62959 3.02034
63 H -1.97868 -4.51092 4.21708
64 C -2.29175 -3.87612 -5.79273
65 C -1.68310 -2.50834 -5.80654
66 C -0.45602 -2.26686 -6.39429
67 C 0.07185 -0.98752 -6.40674
68 Cl 1.62522 -0.70782 -7.12336
69 C -0.62323 0.06916 -5.85213
70 C -1.84058 -0.16776 -5.24045
71 C -2.37548 -1.45269 -5.18207
72 O -3.57261 -1.77138 -4.64080
73 C -4.12279 -0.94391 -3.63796
74 C -3.23324 -0.86314 -2.35573
75 O -3.83446 -0.57953 -1.31037
76 O -2.02164 -1.07915 -2.48865
77 H -1.66218 -4.59209 -6.31660
78 H -3.27509 -3.85398 -6.26319
79 H -2.43213 -4.19388 -4.76046
80 H 0.10237 -3.07779 -6.83575
81 H -0.21962 1.07059 -5.88436
82 H -2.35415 0.65905 -4.77593
83 H -5.07422 -1.40496 -3.37174
84 H -4.31781 0.07755 -3.99037

Atoms 1-2, force components in eV/Å:
0.65 0.05 1.57
-0.16 0.19 0.26